52
Properties=species:S:1:pos:R:3:forces:R:3 method="wB97M-V/def2-TZVPD" e_above_lowest_ev=1.945 lumo_ev="0.701 / 0.701" gap_ev="6.8 / 6.8" total_energy_ha=-4735.83940 fmax_ev_per_a=0.3 charge=0
Ni 1.012 -0.198 0.116 -0.2 0.2 0.2
N -0.025 -1.969 -3.825 0.0 0.0 0.0
C 0.934 -1.405 -4.631 0.0 0.0 0.0
C 1.960 -1.057 -3.799 -0.1 0.0 0.0
N 1.647 -1.373 -2.504 0.2 -0.2 0.0
C 0.454 -1.908 -2.553 0.0 0.1 0.0
C -0.268 -2.345 -1.370 0.0 0.0 0.0
N -0.022 -1.886 -0.162 0.0 0.0 0.0
C -0.884 -2.537 0.685 0.0 0.0 0.0
C -1.666 -3.392 -0.027 0.0 0.0 0.0
N -1.258 -3.267 -1.333 0.0 0.0 0.0
H -1.001 -2.065 -4.056 0.0 0.0 0.0
H 0.797 -1.301 -5.693 0.0 0.0 0.0
H 2.894 -0.586 -4.054 0.0 0.0 0.0
H -0.893 -2.332 1.742 0.0 0.0 0.0
H -2.455 -4.061 0.267 0.0 0.0 0.0
H -1.668 -3.723 -2.128 0.0 0.0 0.0
N -4.707 1.759 -4.042 0.0 0.0 0.0
N -3.719 1.028 -3.405 0.0 0.0 0.0
N -2.893 1.524 -2.498 0.0 0.0 0.0
C -2.158 0.470 -2.201 -0.1 0.0 0.1
N -2.547 -0.620 -2.909 0.0 0.0 0.0
N -3.537 -0.240 -3.668 0.0 0.0 0.0
H -4.265 2.561 -4.476 0.0 0.0 0.0
H -5.353 2.091 -3.335 0.0 0.0 0.0
H -1.346 0.489 -1.477 0.0 0.0 -0.1
C 3.321 -0.322 4.667 0.0 0.0 0.0
N 3.117 -1.438 3.744 -0.1 0.0 0.0
C 4.105 -2.510 3.786 0.0 0.0 0.0
C 2.601 -1.131 2.559 0.2 0.1 -0.1
N 2.152 -0.811 1.547 -0.1 -0.3 -0.1
H 3.328 -0.710 5.685 0.0 0.0 0.0
H 2.503 0.386 4.561 0.0 0.0 0.0
H 4.267 0.191 4.471 0.0 0.0 0.0
H 4.145 -2.907 4.800 0.0 0.0 0.0
H 5.100 -2.153 3.503 0.0 0.0 0.0
H 3.806 -3.306 3.109 0.0 0.0 0.0
C -0.153 4.467 0.815 0.0 0.0 0.0
Ge -0.305 2.505 0.989 0.0 0.0 0.0
C -2.236 2.095 1.024 0.0 0.0 0.0
C 0.355 2.049 2.793 0.0 0.0 0.0
C 0.650 1.460 -0.332 0.0 0.1 0.0
H -0.703 4.977 1.608 0.0 0.0 0.0
H -0.554 4.792 -0.147 0.0 0.0 0.0
H 0.892 4.777 0.866 0.0 0.0 0.0
H -2.727 2.628 1.841 0.0 0.0 0.0
H -2.383 1.023 1.172 0.0 0.0 0.0
H -2.717 2.381 0.088 0.0 0.0 0.0
H -0.134 2.651 3.562 0.0 0.0 0.0
H 1.433 2.214 2.847 0.0 0.0 0.0
H 0.159 0.993 2.993 0.0 0.0 0.0
H 0.944 2.042 -1.215 0.0 0.0 0.0